DFT (ωB97M-V/def2-TZVPD) results for a structure of composition C7H29BaO8.

energy above the lowest of the compared OMol25 structures with the same formula, charge and spin: 0.692 eV
LUMO energy: -2.52 eV
max |F|: 1.39 eV/Å
E_HOMO: -10.479 eV
net charge: +1
total energy: -24797.5756 eV

Each line ends with the Mulliken charge.
CARTESIAN COORDINATES (ANGSTROEM)
1 Ba -0.379 -0.247 -0.220  1.536
2 O -2.108 -0.996 -1.924  -1.040
3 H -1.621 -1.528 -2.558  0.128
4 C 2.823 -0.948 1.768  -0.582
5 O 1.497 -1.451 1.646  -0.280
6 H 2.928 -0.275 2.624  0.303
7 H 3.569 -1.738 1.880  0.351
8 H 3.083 -0.384 0.872  0.085
9 H 1.341 -1.977 2.437  0.194
10 C -1.208 -3.581 1.552  -0.727
11 O -0.881 -2.950 0.325  -0.225
12 H -0.521 -4.409 1.743  0.326
13 H -1.102 -2.903 2.399  0.149
14 H -2.227 -3.964 1.593  0.365
15 H -1.257 -3.478 -0.388  0.208
16 C 2.507 1.203 -2.038  -0.602
17 O 1.164 1.579 -1.765  -0.281
18 H 2.982 1.902 -2.728  0.383
19 H 3.089 1.230 -1.105  0.212
20 H 2.602 0.202 -2.453  0.108
21 H 1.041 2.499 -2.002  0.202
22 C 0.433 2.438 2.327  -0.677
23 O 0.936 1.773 1.158  -0.179
24 H -0.651 2.506 2.355  0.140
25 H 0.832 1.996 3.243  0.290
26 H 0.797 3.471 2.268  0.336
27 H 1.837 2.074 1.025  0.176
28 C 0.893 -2.503 -3.114  -0.696
29 O 1.266 -1.926 -1.856  -0.294
30 H 1.321 -3.498 -3.206  0.320
31 H -0.191 -2.534 -3.169  0.206
32 H 1.164 -1.855 -3.951  0.297
33 H 2.210 -2.056 -1.732  0.197
34 C -1.689 3.329 -1.607  -0.900
35 O -1.853 1.963 -1.278  -0.186
36 H -1.458 3.403 -2.674  0.341
37 H -2.586 3.935 -1.451  0.329
38 H -0.908 3.839 -1.044  0.272
39 H -2.586 1.589 -1.788  0.191
40 C -3.053 0.967 2.015  -0.695
41 O -2.040 -0.042 1.947  -0.348
42 H -2.836 1.791 2.696  0.347
43 H -3.236 1.366 1.017  0.198
44 H -4.007 0.518 2.304  0.319
45 H -1.917 -0.330 2.859  0.202

***

DFT (ωB97M-V/def2-TZVPD) results for a structure of composition C22H38Br2FeGeN2Si2Te.

LUMO energy (alpha / beta): -0.50 / -0.67 eV
multiplicity: 5
max |F|: 1.93 eV/Å
E_HOMO (alpha / beta): -6.537 / -6.656 eV
total energy: -280447.7278 eV

Each line ends with the Mulliken charge.
CARTESIAN COORDINATES (ANGSTROEM)
1 Fe 0.168 -1.083 0.683  0.281
2 Br 2.876 -3.987 -4.792  -0.183
3 C 2.082 -3.044 -3.347  0.096
4 C 0.870 -3.503 -2.813  -1.164
5 C 0.357 -2.782 -1.769  -0.162
6 N 0.919 -1.687 -1.225  0.510
7 C 2.115 -1.251 -1.722  0.700
8 C 2.695 -1.949 -2.826  -1.032
9 C 2.623 0.644 -0.076  0.638
10 C 3.631 1.600 0.257  -0.913
11 C 3.488 2.385 1.359  0.065
12 Br 4.846 3.627 1.831  -0.191
13 C 2.348 2.285 2.167  -0.890
14 C 1.409 1.364 1.783  -0.510
15 N 1.512 0.563 0.709  0.651
16 H 0.358 -4.371 -3.198  0.442
17 H -0.571 -3.113 -1.314  0.444
18 H 3.634 -1.592 -3.223  0.485
19 H 4.504 1.680 -0.374  0.492
20 H 2.208 2.907 3.037  0.447
21 H 0.508 1.243 2.377  0.511
22 C 1.809 -2.457 3.746  -1.342
23 Ge 1.746 -2.580 1.730  0.809
24 C 3.685 -2.591 1.271  -1.349
25 C 1.253 -4.516 1.404  -1.405
26 C 2.840 -0.171 -1.197  -1.094
27 H 1.984 -3.449 4.168  0.411
28 H 0.884 -2.062 4.169  0.331
29 H 2.630 -1.808 4.055  0.353
30 H 4.185 -3.346 1.879  0.447
31 H 4.153 -1.626 1.471  0.355
32 H 3.847 -2.832 0.219  0.347
33 H 1.408 -5.097 2.314  0.409
34 H 1.879 -4.937 0.615  0.399
35 H 0.210 -4.647 1.103  0.332
36 H 3.771 0.026 -1.713  0.231
37 C -3.641 2.758 3.102  -0.930
38 Si -4.045 3.145 1.298  0.202
39 C -2.923 4.518 0.664  -0.995
40 C -5.853 3.671 1.155  -1.081
41 C -3.843 1.572 0.268  -0.572
42 Te -1.835 0.712 0.241  0.038
43 C -2.743 -1.223 -0.157  -0.247
44 Si -3.467 -2.111 1.363  0.326
45 C -2.084 -2.342 2.622  -0.720
46 C -4.068 -3.817 0.826  -1.088
47 C -4.846 -1.174 2.243  -0.837
48 H -3.583 3.675 3.691  0.376
49 H -2.683 2.241 3.190  0.248
50 H -4.410 2.127 3.552  0.316
51 H -3.021 5.405 1.293  0.318
52 H -3.182 4.805 -0.357  0.309
53 H -1.873 4.215 0.670  0.328
54 H -6.046 4.563 1.753  0.312
55 H -6.523 2.883 1.504  0.321
56 H -6.117 3.900 0.121  0.322
57 H -4.102 1.756 -0.775  0.550
58 H -4.503 0.791 0.645  -0.031
59 H -1.944 -1.837 -0.587  -0.485
60 H -3.480 -1.074 -0.945  0.648
61 H -1.346 -3.064 2.261  -0.006
62 H -2.465 -2.731 3.568  0.530
63 H -1.577 -1.397 2.848  0.171
64 H -3.275 -4.382 0.332  0.312
65 H -4.911 -3.752 0.135  0.344
66 H -4.395 -4.394 1.693  0.327
67 H -4.506 -0.200 2.603  0.018
68 H -5.166 -1.754 3.111  0.377
69 H -5.725 -1.020 1.613  0.351

***

DFT (ωB97M-V/def2-TZVPD) results for a structure of composition C20H41N2P3RuS.

energy above the lowest of the compared OMol25 structures with the same formula, charge and spin: 3.429 eV
LUMO energy (alpha / beta): -9.20 / -12.13 eV
multiplicity: 6
max |F|: 3.72 eV/Å
E_HOMO (alpha / beta): -14.291 / -16.814 eV
net charge: +3
total energy: -65636.1950 eV

Each line ends with the Mulliken charge.
CARTESIAN COORDINATES (ANGSTROEM)
1 Ru 0.203 -0.129 0.688  -0.369
2 P -0.588 1.763 1.872  0.588
3 P -2.114 -0.739 0.347  1.250
4 P 2.298 0.904 0.503  1.113
5 H 0.918 -1.701 -5.019  0.176
6 C 1.945 -1.765 -4.637  -0.024
7 C 2.233 -2.731 -3.715  -0.817
8 H 1.671 -3.679 -3.745  0.334
9 C -0.937 3.203 0.784  -1.378
10 C -2.136 1.673 2.886  -1.230
11 C 0.480 2.581 3.147  -1.414
12 C -2.556 -2.210 -0.695  -1.190
13 C -3.044 -1.135 1.887  -1.429
14 C -3.051 0.667 -0.358  -1.352
15 C 3.438 0.159 -0.739  -1.152
16 C 3.167 0.820 2.134  -1.335
17 C 2.296 2.715 0.149  -1.524
18 H 2.672 -1.149 -5.185  0.376
19 H 3.166 -2.666 -3.115  0.366
20 H -1.335 4.026 1.394  0.432
21 H -1.664 2.950 0.006  0.309
22 H -0.009 3.542 0.315  0.389
23 H -2.247 2.597 3.475  0.598
24 H -2.112 0.822 3.586  0.361
25 H -3.021 1.578 2.245  0.316
26 H -0.105 3.408 3.579  0.596
27 H 1.398 3.001 2.723  0.457
28 H 0.755 1.893 3.960  0.395
29 H -3.437 -2.752 -0.288  0.642
30 H -1.683 -2.886 -0.714  0.247
31 H -2.766 -1.894 -1.734  0.292
32 H -3.652 -0.309 2.263  0.455
33 H -2.335 -1.429 2.665  0.310
34 H -3.702 -1.985 1.686  0.458
35 H -3.965 0.247 -0.789  0.514
36 H -2.450 1.138 -1.147  0.228
37 H -3.316 1.430 0.384  0.392
38 H 4.429 0.633 -0.723  0.578
39 H 3.041 0.252 -1.761  0.295
40 H 3.563 -0.909 -0.504  0.352
41 H 4.202 1.189 2.084  0.478
42 H 3.184 -0.223 2.476  0.337
43 H 2.621 1.435 2.864  0.303
44 H 3.315 2.997 -0.144  0.547
45 H 1.997 3.338 1.006  0.422
46 H 1.620 2.895 -0.699  0.339
47 C 0.077 -0.873 -2.892  0.239
48 C 0.309 0.452 -3.324  0.224
49 C -0.549 0.956 -4.301  -0.992
50 C -1.320 0.057 -5.045  -0.220
51 C -1.555 -1.255 -4.595  -0.920
52 C -0.787 -1.766 -3.557  -0.311
53 S 0.918 -1.524 -1.529  -0.052
54 H -0.068 -0.272 -0.933  0.607
55 H 1.171 1.000 -2.923  0.467
56 H -0.618 2.038 -4.460  0.501
57 H -1.725 0.425 -6.000  0.493
58 H -2.345 -1.873 -5.010  0.499
59 H -0.742 -2.832 -3.300  0.500
60 N 0.418 -1.808 4.556  -0.044
61 C 0.779 -2.960 3.850  -0.765
62 C 0.784 -2.627 2.520  -0.881
63 N 0.433 -1.277 2.430  1.210
64 C 0.207 -0.822 3.660  -0.786
65 H 0.322 -1.698 5.565  0.276
66 H 0.998 -3.897 4.338  0.411
67 H 1.007 -3.202 1.621  0.425
68 H -0.100 0.192 3.933  0.091

***

DFT (ωB97M-V/def2-TZVPD) results for the molecule C7H8BrNO5.

energy above the lowest of the compared OMol25 structures with the same formula, charge and spin: 1.224 eV
LUMO energy: -0.14 eV
max |F|: 4.35 eV/Å
E_HOMO: -9.571 eV
SMILES string: CC(=O)C[C@@](Br)(C(=O)C(C)=O)[N+](=O)[O-]
total energy: -89153.8022 eV

Each line ends with the Mulliken charge.
CARTESIAN COORDINATES (ANGSTROEM)
1 C -0.472 1.399 -0.956  0.856
2 C -0.534 -0.107 -1.327  0.455
3 C -0.395 -0.744 1.377  1.037
4 C -1.613 2.118 -1.541  -1.463
5 C -0.593 -1.006 2.836  -1.375
6 C 1.013 -0.912 0.820  -1.012
7 C 0.969 -0.858 -0.682  0.126
8 N 2.112 -0.045 -1.200  1.083
9 O 0.404 1.806 -0.251  -0.522
10 O -1.219 -0.696 -2.091  -0.522
11 O -1.242 -0.248 0.673  -0.531
12 O 2.093 0.191 -2.379  -0.579
13 O 2.997 0.280 -0.434  -0.623
14 Br 1.029 -2.574 -1.522  -0.030
15 H -1.548 1.941 -2.625  0.333
16 H -2.436 1.824 -0.841  0.288
17 H -1.478 3.102 -1.489  0.505
18 H -0.472 -2.100 2.965  0.357
19 H 0.204 -0.596 3.353  0.395
20 H -1.659 -0.788 3.174  0.315
21 H 1.507 -0.001 1.118  0.444
22 H 1.330 -1.986 1.022  0.463

***

DFT (ωB97M-V/def2-TZVPD) results for a structure of composition C11H16Cl3NOSTi.

energy above the lowest of the compared OMol25 structures with the same formula, charge and spin: 0.000 eV
LUMO energy: 4.88 eV
max |F|: 4.08 eV/Å
E_HOMO: -1.160 eV
net charge: -2
total energy: -86729.0925 eV

Each line ends with the Mulliken charge.
CARTESIAN COORDINATES (ANGSTROEM)
1 C 1.572 -0.099 -1.810  1.278
2 C 2.411 0.485 -0.786  0.395
3 C 1.765 1.703 -0.347  0.541
4 C 3.806 0.071 -0.481  -1.671
5 C 0.596 1.904 -1.173  1.528
6 C 0.490 0.803 -2.060  0.570
7 C -0.536 0.644 -3.118  -2.081
8 C 1.915 -1.302 -2.606  -1.915
9 C 2.342 2.728 0.555  -1.700
10 C -0.217 3.144 -1.225  -1.809
11 Ti 0.778 -0.186 0.586  0.392
12 Cl 2.053 -0.142 2.502  -0.429
13 Cl 1.402 -2.455 0.508  -0.435
14 Cl -0.629 1.296 1.759  -0.452
15 H 3.980 -0.957 -0.807  0.344
16 H 4.004 0.119 0.595  0.279
17 H 4.522 0.722 -0.998  0.284
18 H 2.807 2.260 1.426  0.294
19 H 1.562 3.400 0.925  0.319
20 H 3.098 3.327 0.035  0.270
21 H -0.380 3.539 -0.218  0.358
22 H -1.186 2.953 -1.697  0.380
23 H 0.283 3.926 -1.817  0.264
24 H -1.479 1.127 -2.831  0.439
25 H -0.730 -0.414 -3.327  0.421
26 H -0.188 1.108 -4.051  0.260
27 H 2.344 -2.069 -1.956  0.357
28 H 2.635 -1.073 -3.403  0.233
29 H 1.019 -1.740 -3.045  0.420
30 O -0.823 -0.870 -0.115  -0.289
31 H -1.704 -0.684 0.271  0.044
32 S -3.869 -0.748 1.448  -0.579
33 C -3.561 -2.031 2.395  0.356
34 N -3.341 -2.970 3.100  -0.668